Below is a cluster of 6 separate species, C24H24BN5O8 in total at a distorted geometry, with properties calculated with the ωB97M-V functional and the def2-TZVPD basis.

Calculated values
HOMO level = -9.117 eV
Max |F| = 1.27 eV/A
Electronic energy = -49789.6960 eV
Net charge = 0

Geometry (Å):
N -0.15192 -0.02955 -0.37724
H 0.04334 0.90048 -0.82103
H 0.69827 -0.34825 0.06745
H -0.50004 -0.66608 -1.11665
H -0.94319 0.07155 0.30097
O 0.72715 -2.54351 0.50519
C 1.60734 -2.25137 1.27316
O 1.41999 -1.69603 2.44977
B 2.73394 -1.41973 3.08553
O 3.72419 -1.87892 2.11035
C 3.12951 -2.44829 1.07065
O 3.66770 -2.95680 0.13540
O 2.84848 -2.11499 4.38668
C 3.36737 -1.27307 5.27635
O 3.76721 -1.54248 6.36756
C 3.30464 0.14743 4.66085
O 2.87642 0.00460 3.40757
O 3.57760 1.17181 5.19985
N 2.53150 1.19753 -0.24727
C 3.23630 1.70253 0.77840
C 4.54298 2.13010 0.64262
C 5.23379 1.73801 -0.49828
C 4.55184 1.13380 -1.54194
C 3.18292 0.97341 -1.38863
H 2.72192 1.69012 1.73359
H 5.08353 2.60367 1.45008
H 6.28988 1.96048 -0.59045
H 5.03454 0.89491 -2.47811
H 2.55670 0.60245 -2.19608
N -1.62938 -1.88134 -2.09724
C -2.02209 -1.95466 -3.36718
C -2.70292 -3.04669 -3.88162
C -3.01271 -4.07213 -3.00479
C -2.65269 -3.98612 -1.66939
C -1.93730 -2.87371 -1.26556
H -1.89396 -1.05413 -3.95945
H -3.03314 -3.03735 -4.91068
H -3.57178 -4.92415 -3.37457
H -2.97925 -4.78381 -1.01781
H -1.58398 -2.73238 -0.25147
N -2.32709 0.28132 1.46253
C -3.14352 1.33144 1.60620
C -4.25208 1.31421 2.42239
C -4.52059 0.19547 3.19929
C -3.66429 -0.88632 3.08397
C -2.58057 -0.78080 2.22045
H -2.87564 2.20750 1.02714
H -4.91334 2.16873 2.48404
H -5.40246 0.12273 3.82107
H -3.69116 -1.76217 3.71764
H -1.85340 -1.58877 2.20232
N -0.35183 2.35781 -1.89153
C -1.04445 3.43889 -1.54515
C -2.01363 4.03431 -2.34622
C -2.07814 3.63030 -3.66232
C -1.29037 2.56173 -4.08014
C -0.42278 1.98586 -3.17159
H -0.92705 3.74353 -0.50853
H -2.61078 4.83223 -1.92897
H -2.76691 4.04246 -4.39004
H -1.29100 2.23514 -5.11050
H 0.17640 1.12704 -3.45861

Forces on atoms 1 to 6 (eV/Å):
N -0.442 0.745 -0.570
H -0.095 -0.351 0.402
H 0.013 -0.116 -0.023
H 0.174 -0.265 0.099
H 0.307 0.130 0.135
O 0.022 -0.059 -0.220



Below is a structure of composition C24H24BrClN3O4S2Zn at a distorted geometry, with properties calculated with the ωB97M-V functional and the def2-TZVPD basis.

Calculated values
HOMO level = -11.837 eV
Max |F| = 1.36 eV/A
Electronic energy = -190580.2729 eV
Net charge = +1
ΔE to the lowest compared entry with this formula, charge and spin = 58.9 kJ/mol

Geometry (Å):
Zn 1.07502 -1.84280 2.20796
C -1.87018 -6.35182 1.51520
C -1.36424 -5.33203 2.49073
C -1.61440 -5.41261 3.85719
C -1.15651 -4.42843 4.71704
C -0.43831 -3.37890 4.18150
Br 0.08725 -1.91772 5.23955
N -0.15831 -3.29894 2.87897
C -0.61685 -4.24935 2.05709
H -2.43334 -7.13251 2.02119
H -1.04476 -6.81697 0.97490
H -2.52115 -5.88705 0.77363
H -2.18462 -6.24427 4.25132
H -1.35941 -4.46263 5.77691
H -0.35486 -4.13424 1.01186
S 1.03643 -1.49893 -0.19793
C 1.10261 0.17693 -0.24775
N 1.53727 0.80398 -1.33819
C 1.28413 2.22634 -1.53677
C 1.46725 2.96667 -0.24360
N 0.68798 2.33487 0.81562
C 0.06720 3.27308 1.75859
C -1.05866 4.01760 1.07631
C -2.18285 3.32124 0.64092
C -3.21445 3.99153 0.00432
C -3.13228 5.36299 -0.20004
C -2.01534 6.06021 0.23268
C -0.97851 5.38804 0.86568
C 0.59069 1.01831 0.90583
S -0.12884 0.29957 2.25063
C 2.10757 0.12024 -2.50338
C 1.19125 0.15785 -3.70604
C 1.59257 0.81145 -4.86388
C 0.77399 0.82109 -5.98473
C -0.45641 0.18431 -5.94840
C -0.86720 -0.46248 -4.79057
C -0.04693 -0.47917 -3.67389
H 0.26758 2.35958 -1.91933
H 1.97758 2.60333 -2.28523
H 1.12161 3.99142 -0.35833
H 2.52078 2.98236 0.05068
H 0.83320 3.97137 2.10038
H -0.30072 2.72041 2.61536
H -2.25415 2.25174 0.80969
H -4.09011 3.44666 -0.32309
H -3.93933 5.88620 -0.69504
H -1.94975 7.12979 0.08353
H -0.11001 5.94052 1.20703
H 2.32944 -0.90537 -2.22686
H 3.04323 0.62908 -2.74296
H 2.55462 1.31047 -4.89917
H 1.10135 1.32305 -6.88542
H -1.09452 0.18990 -6.82201
H -1.82497 -0.96535 -4.76211
H -0.36549 -0.99286 -2.77513
O 4.79058 -2.96844 2.50473
Cl 3.40333 -2.80808 2.52067
O 2.78986 -3.27120 3.72452
O 2.75121 -3.46450 1.41047
O 3.04190 -1.36556 2.39719

Forces on atoms 1 to 6 (eV/Å):
Zn -0.893 0.823 -0.609
C 0.030 -0.007 -0.098
C -0.004 0.045 0.060
C 0.031 0.044 -0.080
C 0.033 0.040 0.060
C -0.211 0.040 -0.188



Below is a structure of composition C24H24Cl5KN6O2 at a distorted geometry, with properties calculated with the ωB97M-V functional and the def2-TZVPD basis.

Calculated values
HOMO level = -7.505 eV
Max |F| = 2.34 eV/A
Electronic energy = -117248.5453 eV
Net charge = 0
ΔE to the lowest compared entry with this formula, charge and spin = 165.3 kJ/mol

Geometry (Å):
K -0.49344 -0.35509 0.35160
Cl -0.74136 -3.10429 2.51532
C -0.45312 -3.86317 0.91111
C -0.52453 -3.05901 -0.19435
C -0.28835 -3.70047 -1.38638
Cl -0.33708 -2.73620 -2.88065
C 0.01338 -5.05368 -1.50490
Cl 0.33596 -5.79530 -3.03489
C 0.07919 -5.82121 -0.33962
Cl 0.45999 -7.50264 -0.42866
C -0.16027 -5.22330 0.89867
Cl -0.07305 -6.16818 2.34276
C -1.79979 2.13313 5.66892
N -2.60315 1.47834 4.63823
C -3.22828 0.24002 5.06818
C -2.10619 1.48286 3.33831
N -2.06503 0.50683 2.52832
N -1.70805 2.76863 2.94585
C -0.85258 3.08133 1.89464
N -1.11888 4.32547 1.34059
N 0.05832 2.28124 1.51502
H -2.32827 2.05663 6.61670
H -1.65430 3.18829 5.45235
H -0.81492 1.66664 5.78160
H -3.71563 0.40964 6.02579
H -2.51219 -0.58309 5.18938
H -3.98583 -0.06011 4.34574
H -2.30324 -0.36844 2.98470
H -2.29639 3.50401 3.29781
H -1.68792 4.97357 1.85855
H -0.35224 4.75377 0.84982
H 0.56739 2.65259 0.71623
C 2.11040 -3.63974 -1.60038
O 2.26584 -2.41568 -2.31188
C 2.64640 -1.32134 -1.61542
C 3.12798 -1.32257 -0.31450
C 3.51052 -0.12206 0.27563
C 3.42528 1.07150 -0.41986
C 2.92404 1.07813 -1.71482
C 2.52052 -0.10505 -2.29742
N 1.99353 -0.16577 -3.60991
C 1.14839 0.63018 -4.24896
C 0.25819 1.60024 -3.79171
C -0.42371 2.37668 -4.78183
C -1.38369 3.27058 -4.44296
C -1.74192 3.41290 -3.06946
C -1.16270 2.67113 -2.09248
C -0.14524 1.69027 -2.39844
O 0.34381 0.94547 -1.52817
H 3.07695 -4.01754 -1.25892
H 1.66921 -4.33823 -2.30580
H 1.43320 -3.50841 -0.75387
H 3.20331 -2.24780 0.23831
H 3.88193 -0.13056 1.29199
H 3.73752 1.99729 0.04424
H 2.82132 2.00239 -2.26927
H 2.32272 -0.96193 -4.13792
H 1.12648 0.43106 -5.31707
H -0.15049 2.23631 -5.82220
H -1.89049 3.85740 -5.19578
H -2.50962 4.13099 -2.80427
H -1.44982 2.78536 -1.05362

Forces on atoms 1 to 6 (eV/Å):
K -0.096 0.025 0.583
Cl 0.062 -0.073 -0.197
C -0.061 0.020 0.271
C -0.462 -0.071 -0.185
C -2.314 -0.256 -0.255
Cl -0.921 -0.251 0.028



Below is a structure of composition C24H24ClN6O13W, with properties calculated with the ωB97M-V functional and the def2-TZVPD basis.

Calculated values
HOMO level = -12.401 eV
Max |F| = 0.71 eV/A
Electronic energy = -75167.8975 eV
Net charge = +1
ΔE to the lowest compared entry with this formula, charge and spin = 17.2 kJ/mol

Geometry (Å):
W 0.30002 0.52772 0.80091
O 1.24339 4.38009 -0.40369
C 1.29568 3.24325 -0.03241
N 0.47728 2.60528 0.89889
C -0.28426 3.39665 1.76178
O -0.35885 4.59037 1.76970
C -0.93642 2.55942 2.81212
C -1.61470 3.14453 3.85924
C -2.11943 2.32476 4.85388
C -1.90531 0.95951 4.76111
C -1.22851 0.45036 3.66839
N -0.76561 1.24293 2.70250
C 2.39139 2.32849 -0.49314
C 3.49156 2.79827 -1.17641
C 4.51108 1.90688 -1.46998
C 4.39341 0.59078 -1.05278
C 3.25215 0.18985 -0.38237
N 2.26426 1.05141 -0.12760
H -1.71673 4.22026 3.86562
H -2.66201 2.74172 5.69132
H -2.26297 0.27978 5.52122
H -1.06374 -0.60701 3.55489
H 3.52418 3.84631 -1.43919
H 5.39288 2.23659 -2.00278
H 5.17584 -0.13069 -1.24001
H 3.11708 -0.81941 -0.02545
O 0.72968 -1.43357 -0.47226
C 0.95870 -1.57132 -1.67908
C 0.93434 -0.52798 -2.65538
C 1.33912 -0.78151 -3.97263
C 1.26471 0.24226 -4.87662
C 0.77359 1.50452 -4.53349
C 0.35464 1.75790 -3.24667
C 0.44236 0.73791 -2.29550
O -0.00120 0.95543 -1.07601
N 1.70820 -0.00301 -6.26267
O 2.16766 -1.09878 -6.50727
O 1.66910 0.93274 -7.02846
H 1.20109 -2.58230 -2.03345
H 1.70830 -1.75179 -4.27808
H 0.72321 2.26772 -5.29755
H -0.05823 2.71476 -2.95431
C 0.00886 -2.99555 3.12504
N -1.01876 -3.17203 2.10619
C -1.88138 -4.33425 2.30003
C -1.26952 -2.24394 1.17099
O -0.96165 -1.01404 1.38712
N -1.92135 -2.58659 0.05693
C -2.58908 -1.55907 -0.73847
C -1.77242 -3.89724 -0.56381
H 0.66572 -3.86632 3.12368
H -0.44966 -2.91890 4.11349
H 0.60158 -2.11325 2.91788
H -2.11023 -4.40777 3.36315
H -1.39740 -5.26049 1.98803
H -2.81315 -4.20837 1.75722
H -3.13204 -0.87529 -0.09438
H -3.29395 -2.05344 -1.40274
H -1.88606 -0.97902 -1.33513
H -0.95631 -4.44429 -0.10000
H -1.53302 -3.74775 -1.61778
H -2.68661 -4.48835 -0.50482
O 1.64513 0.66821 2.20989
O 1.53779 -0.63720 1.66518
O -2.63712 1.24022 -1.74931
Cl -2.54823 1.98723 -0.53794
O -3.81384 2.19626 0.05748
O -1.79919 3.18141 -0.70543
O -1.81498 1.10874 0.50119

Forces on atoms 1 to 6 (eV/Å):
W -0.090 -0.184 0.194
O -0.051 -0.012 0.016
C 0.066 0.069 -0.075
N -0.019 0.030 0.038
C 0.034 -0.023 -0.024
O 0.019 0.020 -0.003



Question: Among the records above, which one has the lowest electronic energy?
Answer: C24H24BrClN3O4S2Zn



Question: electronic energy of number 4 (C24H24ClN6O13W)?
Answer: -75167.8975 eV